{"formula": "C38H58Cl2CsN6P", "method": "ωB97M-V/def2-TZVPD", "symbols": ["P", "C", "H", "H", "H", "C", "N", "H", "H", "H", "H", "H", "C", "H", "C", "C", "C", "H", "H", "C", "C", "C", "H", "Cl", "H", "C", "C", "C", "C", "C", "C", "H", "H", "H", "H", "H", "H", "H", "C", "H", "N", "H", "H", "C", "H", "H", "C", "H", "C", "C", "H", "C", "H", "C", "H", "H", "C", "C", "H", "H", "C", "H", "Cl", "H", "H", "C", "H", "H", "H", "H", "H", "H", "H", "C", "H", "Cs", "C", "H", "H", "H", "C", "C", "C", "H", "C", "H", "H", "N", "C", "C", "H", "H", "C", "H", "H", "H", "H", "N", "H", "N", "C", "C", "H", "H", "N", "C"], "xyz": [[2.41585, -0.50348, 1.25859], [-0.81485, 1.87964, -6.02967], [1.24737, 1.94186, 1.98140], [-2.86434, 1.24507, 0.28482], [0.94229, -2.39059, -4.07344], [-5.25116, -0.46820, 1.48340], [-2.36710, -1.36200, -2.26988], [-4.35355, -1.43344, -1.60238], [-5.58448, 1.06009, -0.00301], [3.84019, -0.84278, 4.05856], [4.66185, -3.53950, 2.04139], [2.45357, -2.47968, 2.56289], [-2.79828, -2.82572, 2.55444], [-0.88098, -3.41741, -1.01667], [4.49107, 1.14244, -1.87106], [-2.61568, -3.83766, -2.22779], [2.46499, -3.16012, 0.52672], [0.82422, -2.08017, -2.32643], [-4.52573, 1.17524, -1.83807], [-3.70348, -0.77410, -2.18774], [-3.31319, 4.33920, 4.49989], [-1.85685, -3.92251, -0.90622], [-2.82713, -2.39049, 0.04157], [-1.16182, 1.03956, 3.62450], [-3.68692, -3.89298, -2.00933], [0.05630, 1.44902, -4.87852], [2.98425, -2.23560, 1.63348], [7.43328, 1.42888, 0.53780], [4.47821, -2.47853, 1.83450], [-3.65127, 0.58961, -1.50815], [1.40092, 2.00910, -2.91902], [-2.97077, -2.54873, -3.91944], [-5.36406, -1.34723, 0.83362], [-1.21896, 1.01184, -6.55473], [-2.37908, -4.70592, -2.85285], [-1.66123, 2.48289, -5.69186], [-0.13715, -0.65078, -5.27025], [-4.06885, 0.07242, 3.19513], [3.57060, 0.20272, 3.89367], [6.47739, 1.87786, -1.98451], [-3.07965, -1.46311, 2.19260], [-4.61119, 1.56804, 1.36926], [2.88471, -2.87203, -0.44263], [3.46418, 0.53339, -1.07924], [1.77555, 2.75424, -0.93196], [-4.15089, -0.68876, -3.19399], [-3.11799, 4.22751, 2.07913], [1.91651, 2.39120, 3.53594], [1.07084, -0.31110, -3.53892], [-4.31364, -0.83639, 2.63173], [5.03593, -2.21275, 0.93356], [1.90750, 3.06651, -1.97066], [3.27119, 0.61654, 4.86301], [2.13061, 1.84169, 2.61683], [1.36911, 4.00354, -2.11392], [2.97735, 3.24618, -2.09606], [-2.56526, 3.15726, 4.56562], [1.31346, -1.76695, -3.25546], [1.37949, -3.11139, 0.42800], [7.67034, 2.49669, 0.48647], [5.72913, 1.41629, -1.34140], [-4.16044, 5.75286, 3.09932], [-3.53663, 4.96735, 0.52692], [-0.95343, -2.95687, 1.45524], [8.23351, 0.89952, 0.00901], [-2.29736, -2.58787, -3.04488], [2.37831, -1.95886, -3.10430], [-6.24221, -0.23982, 1.89933], [-2.29213, -0.84165, 2.31075], [-1.73585, -4.51187, 1.71850], [2.98003, 2.30833, 2.10976], [-2.77367, 1.12023, -1.90922], [4.27304, 1.37247, -2.90850], [6.06733, 1.11897, -0.01601], [-1.72781, -0.67678, -2.65575], [-0.13899, 0.94477, -0.17468], [-2.11476, 2.54141, 3.42433], [0.41860, 3.43520, -4.16111], [1.52426, -0.04956, 3.36072], [4.46654, 0.74176, 3.57811], [-1.93644, -3.46193, 1.47452], [0.62169, 2.37716, -4.01386], [-3.57510, 4.84577, 3.21467], [-0.26710, 2.47847, -6.76286], [5.07338, 0.52535, 0.75750], [-3.74574, -3.37229, 2.58655], [2.74830, -4.20082, 0.72038], [2.26090, 0.15928, -1.53139], [1.65475, 0.63763, -2.66623], [-4.77643, 0.73632, 0.66952], [5.31881, 0.28067, 1.78526], [-3.67657, 4.83386, 5.39041], [3.79746, 0.24321, 0.28294], [-1.63976, -4.97077, -0.67544], [-1.28268, -2.67150, -3.43977], [4.90104, -1.89773, 2.65544], [-4.83237, -1.50885, 3.32722], [-1.84802, 2.37921, 0.98494], [-2.33124, 2.71043, 5.52660], [-3.54307, 0.52701, -0.07235], [0.29719, 0.10353, -4.61657], [-2.30546, 2.97996, 2.01717], [7.49288, 1.13449, 1.58830], [-2.31853, -2.95013, 3.54150], [-2.62614, -3.37853, 0.19861], [2.42725, 0.36414, 2.89619]], "lowdin_charge": [0.99, -0.07, -0.01, -0.03, 0.07, -0.19, -0.05, 0.11, 0.10, 0.05, 0.07, 0.10, -0.24, 0.10, -0.04, -0.18, -0.14, 0.06, 0.11, -0.22, -0.20, -0.25, 0.08, 0.61, 0.10, -0.30, -0.56, -0.09, -0.13, -0.25, -0.26, 0.10, 0.10, 0.06, 0.10, 0.07, 0.11, 0.11, -0.12, 0.10, -0.07, 0.11, 0.07, -0.35, 0.02, 0.10, -0.62, 0.08, -0.22, -0.23, 0.07, -0.07, 0.07, -0.16, 0.08, 0.07, -0.21, -0.06, 0.05, 0.06, -0.08, 0.07, 0.52, 0.11, 0.06, -0.25, 0.08, 0.10, 0.04, 0.11, 0.07, 0.09, 0.10, -0.31, 0.08, 1.12, -0.57, 0.11, 0.06, 0.06, -0.24, -0.02, -0.21, 0.07, -0.09, 0.11, 0.07, -0.10, -0.37, -0.23, 0.08, 0.05, -0.29, 0.11, 0.09, 0.05, 0.10, -0.40, 0.07, -0.08, -0.04, -0.62, 0.06, 0.11, -0.06, -0.58], "largest_force_ev_per_a": 2.0, "charge": -2, "lumo_ev": 3.647, "relative_energy_kcal_mol": 14.7}